# 1
Here is a 11-piece molecular cluster, C32H61Cl20FNO overall in a non-equilibrium geometry from the Open Molecules 2025 dataset. Energies are from wB97M-V/def2-TZVPD.

Output
Total charge ... -1
Molecular weight ... 1203.90 g mol⁻¹
E_HOMO ... -2.31 eV

CARTESIAN COORDINATES (ANGSTROEM)
1 Cl 7.17561 -0.81582 3.96563
2 Cl -3.48959 -1.31469 -3.72050
3 Cl 6.99760 -4.52519 -0.49941
4 Cl 3.98164 -5.18168 1.03093
5 Cl 2.81502 4.55282 -2.77206
6 Cl -4.03490 -5.29138 4.94589
7 Cl 2.19475 4.11633 5.23964
8 Cl 1.64136 3.08201 2.01919
9 Cl -5.75002 0.76159 -2.26677
10 Cl 2.42859 3.28495 -5.92637
11 Cl 8.68032 4.31443 7.87049
12 Cl -4.24632 -3.75064 1.92315
13 Cl -7.32679 1.97497 -5.14959
14 Cl 5.73059 2.27106 3.95285
15 Cl -5.27098 -0.22476 -6.82275
16 Cl 3.04264 -3.65038 3.95816
17 Cl 8.06894 -3.77213 2.64444
18 Cl -8.98863 0.14828 -7.51638
19 Cl -3.72356 -1.31194 -9.65451
20 Cl 9.70989 3.45625 4.73845
21 F 2.17040 -0.57511 -0.28432
22 O 0.76305 -2.22084 -0.05682
23 N 0.18301 0.80374 -1.68303
24 C 8.17101 2.88784 6.92749
25 C 3.95504 -3.42715 1.37775
26 C -4.78314 1.70471 1.97823
27 C 9.28795 2.34749 6.07358
28 C -4.11187 -0.35097 3.18010
29 C 2.30126 2.45014 4.60435
30 C 2.80455 2.41170 3.18576
31 C 8.25249 -5.38069 0.43562
32 C -1.00525 2.37446 -0.15797
33 C 3.48406 2.66345 -4.62551
34 C 4.29814 -3.11681 2.81044
35 C -6.05316 -0.35719 -3.62503
36 C 1.06649 -1.24736 -0.68510
37 C 7.00829 1.67939 2.86034
38 C 6.84549 0.21776 2.54945
39 C -4.81921 2.55021 0.73806
40 C -9.40807 1.77317 -6.90876
41 C -4.52672 -2.31257 -8.41738
42 C 0.34740 -0.60853 -1.86795
43 C -8.19491 2.60130 -6.56955
44 C -4.60676 0.37369 1.95209
45 C 7.95070 -5.39044 1.91121
46 C -2.88106 -5.41667 3.58755
47 C -1.03980 1.05123 -0.93216
48 C -4.85041 -0.46364 0.72463
49 C -1.88683 3.52697 1.92159
50 C -3.43665 2.82237 0.07651
51 C -5.23033 -1.61391 -3.49382
52 C -2.18176 2.44025 0.86182
53 C 2.88366 2.83353 -3.25510
54 C -2.75480 -4.12641 2.82032
55 C -5.72843 -1.62318 -7.82374
56 H -4.83210 -1.06760 3.58831
57 H -0.61424 -1.14669 -1.96824
58 H -1.89810 1.05334 -1.64083
59 H 8.66031 -6.03231 2.43145
60 H -1.47837 3.09408 2.83735
61 H 5.83810 0.00045 2.20027
62 H 3.63549 1.60311 -4.82152
63 H -2.53752 -3.28710 3.47687
64 H -7.49138 2.64172 -7.39836
65 H -4.93419 2.17875 2.94844
66 H 2.98075 1.37747 2.88949
67 H 3.72982 2.96390 3.07207
68 H -3.95766 -0.51060 0.08281
69 H -0.04275 2.36248 0.35479
70 H 4.69639 -2.96648 0.72579
71 H -5.85302 0.16594 -4.55205
72 H 4.44091 3.17440 -4.71037
73 H 7.31272 3.17190 6.32397
74 H -7.11401 -0.60676 -3.60282
75 H 8.27782 -6.40745 0.07315
76 H -5.64747 -0.08453 0.07771
77 H 1.87762 2.41177 -3.19240
78 H -2.76920 4.13810 2.13407
79 H -1.24758 0.24545 -0.19461
80 H -3.21423 -6.22705 2.94432
81 H 6.92948 2.25912 1.94183
82 H -5.36050 -2.07278 -2.51581
83 H -3.79189 -2.55426 -7.65298
84 H 4.39968 -2.03949 2.93202
85 H 10.18878 2.17121 6.65601
86 H -5.07932 -1.50038 0.98548
87 H 2.98861 1.90889 5.25390
88 H 9.20906 -4.91195 0.21776
89 H -1.07352 3.22863 -0.83983
90 H -1.12170 4.20235 1.52756
91 H -3.36403 3.90861 -0.06069
92 H -1.91711 -5.68476 4.01514
93 H -3.19069 -0.87881 2.90806
94 H 7.55079 -0.08009 1.77510
95 H -4.83901 -3.23392 -8.90717
96 H -8.50964 3.61659 -6.33163
97 H 5.23179 -3.58480 3.10726
98 H -5.37806 3.47436 0.91582
99 H -1.95203 -4.20781 2.08892
100 H 6.94407 -5.76085 2.09627
101 H -10.05043 1.64314 -6.04140
102 H -6.41111 -1.27455 -8.59523
103 H 2.96966 -3.05209 1.10577
104 H 8.97804 1.40562 5.62027
105 H 1.31648 1.99690 4.68719
106 H -2.20378 1.44450 1.30707
107 H -5.42047 1.99614 0.00854
108 H 3.50297 2.32440 -2.51913
109 H -3.83232 0.38238 3.93993
110 H 0.95649 -0.81444 -2.76493
111 H 7.85904 2.12749 7.64155
112 H -9.97879 2.26495 -7.69499
113 H -6.26445 -2.31595 -7.17522
114 H -5.53764 -2.32895 -4.25737
115 H -3.44572 2.39526 -0.92665
116 H 7.96915 1.89305 3.32077

Atom charges from the Löwdin analysis, given in e for atoms 1 to 2:
1. Cl 0.534
2. Cl 0.555



# 2
Here is a 4-piece molecular cluster, C32H62B2I3N5O3 overall from the Open Molecules 2025 dataset. Energies are from wB97M-V/def2-TZVPD.

Output
SMILES ... CCB(O)c1c(CB(O)O)c(I)c([C@@H](I)[C@H](C)I)c2nccnc12.CCN(CC)CC.CCN(CC)CC.CCN(CC)CC
Total charge ... 0
Molecular weight ... 967.22 g mol⁻¹
E_HOMO ... -8.03 eV

CARTESIAN COORDINATES (ANGSTROEM)
1 I -5.31396 -4.24524 -1.21469
2 I -3.94377 -7.89945 0.31042
3 I -2.01456 -2.98985 -2.61502
4 O -0.39710 1.61266 -0.91473
5 O -2.51833 0.49440 -0.96094
6 O -0.63416 0.55175 2.34292
7 N 2.82030 3.66711 -5.71613
8 N -3.17296 -4.55834 2.52905
9 N -1.57225 -2.50100 3.60896
10 N -5.50687 1.51895 4.10943
11 N 5.39317 0.10250 0.49689
12 C -2.50065 -3.69649 1.70687
13 C -3.63836 2.37345 2.60282
14 C 1.36678 -1.07322 2.51581
15 C -2.64858 -3.83736 0.28813
16 C -0.34840 -0.91695 -0.73848
17 C 2.18206 2.47956 -5.17667
18 C 4.82403 1.07602 -0.41513
19 C 6.83364 0.21485 0.64054
20 C -4.36527 2.40458 3.95389
21 C 5.01770 3.14965 -4.69129
22 C 3.92986 4.18455 -4.93963
23 C -2.23025 -3.35167 4.34397
24 C -6.62044 1.84084 3.24046
25 C -1.00216 -1.82657 1.42026
26 C 1.93161 4.69914 -6.21849
27 C -1.09433 -1.94339 0.04854
28 C -3.02103 -4.38388 3.80980
29 C 1.96577 -0.16496 3.59012
30 C 4.95088 -1.94036 -0.98307
31 C -1.70244 -2.69671 2.26047
32 C -2.92276 -6.22453 -0.65087
33 C 1.15101 5.54030 -5.20109
34 C -7.90158 1.11809 3.62802
35 C 4.86580 -1.24487 0.38180
36 C 7.70673 -0.05595 -0.59076
37 C -5.18071 0.10606 4.22444
38 C -4.83852 -0.64475 2.93018
39 C -3.59214 -4.93715 -0.12051
40 C -1.93286 -2.96226 -0.50301
41 C 1.62673 2.54706 -3.74920
42 C 3.30933 1.17111 -0.31837
43 C -2.86476 -6.52782 -2.13773
44 B -1.14071 0.45383 -0.85771
45 B -0.11176 -0.70900 2.11183
46 H 0.34220 4.97602 -4.73900
47 H -0.82775 0.67263 3.27834
48 H 1.79504 5.93092 -4.41265
49 H 3.03342 -0.33232 3.69720
50 H 5.35651 -1.86738 1.13406
51 H 1.52457 -0.37808 4.55939
52 H 2.53471 5.37787 -6.83038
53 H -4.85184 -1.72316 3.11182
54 H -2.73653 -7.59637 -2.27281
55 H 5.34796 2.70140 -5.62913
56 H 8.73040 0.26719 -0.39075
57 H -3.75532 -6.24606 -2.68598
58 H -2.96788 0.48800 -0.11072
59 H -3.64799 2.18393 4.74952
60 H 7.35842 0.49016 -1.46795
61 H 2.00626 -1.10046 1.63531
62 H -8.73196 1.49209 3.02828
63 H 2.99385 1.34893 0.71180
64 H -1.91994 -6.27674 -0.24942
65 H -4.32820 2.46249 1.76265
66 H 1.36111 -2.09417 2.90175
67 H -4.70112 3.42834 4.14741
68 H -6.79891 2.91657 3.31546
69 H -3.53213 -5.06182 4.47448
70 H 4.36956 5.01332 -5.50085
71 H -3.84235 -0.39735 2.56730
72 H -2.93347 3.20587 2.53549
73 H -8.13825 1.28601 4.67925
74 H 1.22519 4.23537 -6.91212
75 H 1.38450 2.17819 -5.86005
76 H 1.82543 0.88494 3.35327
77 H -6.01786 -0.40473 4.70823
78 H 5.10033 0.88230 -1.46425
79 H 7.04648 1.22947 0.99222
80 H 2.90593 1.66065 -5.21881
81 H 4.30823 -2.82347 -0.98313
82 H -3.06053 1.45986 2.48751
83 H -6.40359 1.63550 2.18008
84 H -5.55660 -0.44431 2.13400
85 H -4.35026 0.00329 4.92785
86 H -2.16920 -3.24998 5.41811
87 H 7.15015 -0.44491 1.45301
88 H 4.61334 -1.29391 -1.79449
89 H 0.62315 -0.70235 -0.30508
90 H -1.99508 -6.07507 -2.59584
91 H -7.83450 0.04299 3.45608
92 H 5.87877 3.62513 -4.21951
93 H 5.24335 2.05365 -0.16289
94 H 2.81785 0.26598 -0.68057
95 H 5.96022 -2.27796 -1.21218
96 H 3.81470 -1.22184 0.68240
97 H -0.12628 -1.22371 -1.75854
98 H -0.63256 2.21316 -0.20007
99 H 3.61013 4.60109 -3.97082
100 H 2.33778 2.99102 -3.05108
101 H 0.69640 3.10937 -3.69473
102 H -4.06634 -5.22213 0.79896
103 H 1.40996 1.53885 -3.39039
104 H 4.68140 2.35219 -4.02649
105 H 7.74859 -1.11598 -0.83742
106 H 0.69775 6.39606 -5.70592
107 H 2.94905 1.99872 -0.92926

Atom charges from the Löwdin analysis, given in e for atoms 1 to 2:
1. I 0.839
2. I 0.806